A:
Molecular formula: C23H64O9
Method: DFT, ωB97M-V with the def2-TZVPD basis set

## Properties
HOMO level in eV: -8.818
Kohn-Sham gap in eV: 9.0017
Lowest unoccupied orbital energy in eV: 0.18
Structure (SMILES): CC(C)O.CC(C)O.CC(C)O.CC(C)O.CC(C)O.CC(C)O.CC(C)O.CO.CO

```
! RIJCOSX wB97M-V def2-TZVPD def2/J DEFGRID3
* xyz 0 1
C -0.39 -0.24 -0.36
O -0.65 -0.44 1.02
H 0.39 0.46 -0.54
H -1.18 0.10 -0.94
H -0.01 -1.19 -0.70
H -1.48 -0.88 1.15
C -1.04 -4.25 -0.82
O -2.32 -3.75 -0.99
H -0.96 -4.96 0.04
H -0.31 -3.47 -0.70
H -0.79 -4.96 -1.60
H -2.38 -3.26 -1.78
C -5.16 -1.61 1.66
C -4.06 -1.34 0.64
C -3.74 0.14 0.57
O -3.00 -1.93 0.98
H -4.92 -1.34 2.66
H -5.51 -2.62 1.63
H -6.05 -1.08 1.39
H -4.39 -1.69 -0.32
H -4.61 0.68 0.78
H -3.45 0.58 -0.43
H -2.93 0.48 1.26
H -2.80 -2.48 0.30
C 4.17 -1.17 0.67
C 2.72 -1.28 0.20
C 2.69 -2.25 -1.02
O 1.84 -1.69 1.02
H 4.88 -0.62 0.05
H 4.57 -2.21 0.79
H 4.32 -0.71 1.68
H 2.45 -0.29 -0.13
H 1.74 -2.48 -1.43
H 3.27 -3.16 -0.85
H 3.25 -1.73 -1.87
H 1.08 -1.08 1.00
C -0.18 -0.41 -3.57
C -1.34 -1.46 -3.68
C -0.81 -2.89 -3.88
O -2.06 -1.46 -2.65
H 0.32 -0.39 -4.55
H 0.59 -0.65 -2.79
H -0.53 0.55 -3.23
H -1.99 -1.28 -4.54
H -0.21 -3.25 -3.05
H -0.24 -2.98 -4.73
H -1.69 -3.49 -4.06
H -2.55 -0.66 -2.75
C 3.94 2.08 -1.60
C 2.71 1.78 -2.37
C 2.14 2.96 -3.11
O 2.84 0.86 -3.24
H 4.33 1.25 -1.11
H 3.90 2.97 -0.91
H 4.76 2.41 -2.28
H 1.96 1.40 -1.73
H 1.96 3.77 -2.46
H 1.12 2.74 -3.53
H 2.82 3.31 -3.90
H 2.78 1.14 -4.13
C 3.60 2.74 2.32
C 2.22 3.16 2.16
C 1.44 1.95 1.64
O 1.66 3.64 3.19
H 4.22 3.44 2.92
H 4.03 2.83 1.29
H 3.85 1.78 2.75
H 2.20 3.88 1.42
H 0.36 2.16 1.74
H 1.55 1.04 2.16
H 1.76 1.70 0.60
H 1.60 2.93 3.81
C -1.54 -0.62 4.13
C -1.51 -2.15 3.98
C -0.25 -2.73 3.35
O -1.75 -2.78 5.02
H -0.54 -0.13 3.95
H -1.93 -0.25 5.00
H -2.14 -0.25 3.25
H -2.25 -2.34 3.23
H 0.61 -2.10 3.44
H -0.34 -2.71 2.32
H -0.13 -3.74 3.64
H -1.70 -3.72 4.83
C -0.48 3.02 -1.20
C -1.53 3.07 -0.13
C -1.36 4.31 0.80
O -2.70 2.96 -0.53
H 0.44 2.70 -0.75
H -0.42 3.97 -1.71
H -0.73 2.26 -1.97
H -1.42 2.19 0.53
H -1.35 5.21 0.28
H -0.46 4.29 1.34
H -2.14 4.34 1.54
H -2.72 3.32 -1.44
*
```


B:
Molecular formula: C23H64O9
Method: DFT, ωB97M-V with the def2-TZVPD basis set

## Properties
HOMO level in eV: -9.530
Kohn-Sham gap in eV: 9.9663
Lowest unoccupied orbital energy in eV: 0.44
Structure (SMILES): CC(C)O.CC(C)O.CC(C)O.CC(C)O.CC(C)O.CC(C)O.CC(C)O.CO.CO

```
! RIJCOSX wB97M-V def2-TZVPD def2/J DEFGRID3
* xyz 0 1
C -0.88 -0.73 -4.04
O -1.25 0.59 -3.69
H -0.92 -0.85 -5.13
H 0.12 -0.98 -3.67
H -1.59 -1.42 -3.59
H -0.61 1.19 -4.09
C -0.67 -0.07 -0.11
O 0.64 -0.90 0.12
H -1.47 -0.66 0.33
H -0.55 0.83 0.50
H -0.87 0.21 -1.15
H 1.33 -0.41 -0.36
C -0.54 -4.43 2.62
C -0.90 -2.95 2.66
C -1.59 -2.61 3.95
O 0.26 -2.17 2.56
H -0.06 -4.62 1.66
H -1.46 -5.04 2.70
H 0.16 -4.72 3.41
H -1.60 -2.75 1.82
H -1.81 -1.54 4.00
H -0.92 -2.89 4.77
H -2.53 -3.17 4.07
H 0.47 -1.88 1.67
C -4.65 0.31 3.00
C -4.65 -0.02 1.53
C -4.95 -1.47 1.21
O -5.69 0.85 0.94
H -4.46 1.37 3.14
H -3.87 -0.26 3.53
H -5.63 0.06 3.42
H -3.66 0.24 1.08
H -5.95 -1.75 1.55
H -4.19 -2.19 1.54
H -4.92 -1.53 0.12
H -5.83 0.64 0.01
C 2.07 -3.77 -0.95
C 1.06 -3.56 -2.01
C 0.72 -4.83 -2.76
O -0.15 -3.05 -1.48
H 1.71 -4.43 -0.17
H 2.38 -2.82 -0.52
H 2.94 -4.24 -1.44
H 1.49 -2.82 -2.73
H -0.24 -4.74 -3.25
H 0.65 -5.70 -2.09
H 1.50 -5.04 -3.50
H 0.04 -2.28 -0.93
C -1.68 2.67 2.41
C -1.40 4.06 2.96
C -0.34 4.04 4.06
O -0.91 4.84 1.82
H -0.72 2.25 2.11
H -2.35 2.65 1.55
H -2.11 2.04 3.19
H -2.31 4.54 3.33
H -0.66 3.41 4.90
H -0.19 5.05 4.45
H 0.62 3.66 3.68
H -0.79 5.77 2.09
C 3.11 2.49 -2.53
C 2.49 1.09 -2.51
C 3.25 0.11 -3.33
O 2.41 0.63 -1.13
H 4.12 2.42 -2.11
H 2.54 3.18 -1.90
H 3.23 2.87 -3.54
H 1.44 1.14 -2.84
H 3.29 0.41 -4.38
H 2.80 -0.89 -3.26
H 4.27 0.09 -2.95
H 3.25 0.80 -0.70
C 4.16 -1.07 1.42
C 5.31 -0.70 0.47
C 5.46 -1.59 -0.73
O 5.10 0.70 -0.07
H 3.75 -2.05 1.19
H 3.36 -0.35 1.30
H 4.42 -1.03 2.48
H 6.26 -0.68 1.00
H 6.13 -1.04 -1.41
H 4.52 -1.71 -1.27
H 5.89 -2.57 -0.52
H 5.06 1.26 0.72
C -2.74 3.69 -2.70
C -2.03 3.50 -1.36
C -0.51 3.57 -1.44
O -2.57 4.46 -0.47
H -2.52 2.86 -3.37
H -2.41 4.63 -3.16
H -3.82 3.73 -2.56
H -2.32 2.49 -0.98
H -0.05 3.24 -0.50
H -0.25 4.62 -1.57
H -0.11 3.01 -2.29
H -1.93 4.68 0.22
*
```


Least stable: A